Formula: C9H10AsBF5FeN6OS4Te
Source: OMol25
Level of theory: ωB97M-V/def2-TZVPD

Its expectation value of S² is 8.865. The total energy comes out at -180612.4333 eV.

```
! wB97M-V def2-TZVPD RIJCOSX def2/J DEFGRID3
* xyz -2 6
Fe 1.12 1.02 -1.25
C -3.40 -0.03 0.48
C -2.72 0.76 -0.49
N -1.46 0.33 -0.64
N -1.36 -0.80 0.19
C -2.52 -1.05 0.80
B -0.12 -1.68 0.05
N 0.01 -1.76 -1.48
C -0.44 -2.71 -2.28
C -0.25 -2.35 -3.62
C 0.30 -1.05 -3.52
N 0.43 -0.72 -2.22
N 1.15 -1.09 0.82
C 2.07 -1.82 1.48
C 3.21 -1.02 1.69
C 2.92 0.18 1.08
N 1.65 0.14 0.56
H -4.41 -0.01 0.89
H -3.08 1.73 -0.91
H -2.46 -1.86 1.51
H -0.40 -2.77 0.58
H -1.04 -3.44 -1.75
H -0.52 -2.95 -4.48
H 0.67 -0.37 -4.29
H 1.88 -2.81 1.82
H 4.05 -1.28 2.33
H 3.54 1.09 0.99
S -0.38 3.51 8.71
As 1.55 3.47 7.90
S -1.13 -0.08 4.96
S -1.56 -1.86 4.45
S 1.63 2.06 6.31
F 1.15 2.29 -4.08
Te -0.05 3.47 -3.11
F -1.18 2.00 -3.27
F 2.96 1.12 -1.70
F -1.62 3.99 -2.06
F -0.82 3.69 -4.97
O 0.62 2.66 -1.49
*
```

Mulliken atomic charge list, values in e, 8 entries:
1 Fe 0.8998
2 C -1.1092
3 C -0.1747
4 N -0.1123
5 N 0.2042
6 C -0.2378
7 B 0.5634
8 N 0.1571